1.
{
  "formula": "C29H60N3O7P",
  "method": "ωB97M-V with the def2-TZVPD basis set",
  "species": ["O", "P", "C", "O", "C", "O", "O", "H", "H", "H", "H", "H", "H", "C", "C", "C", "C", "C", "C", "N", "O", "C", "C", "C", "H", "H", "H", "H", "H", "H", "H", "H", "H", "H", "H", "H", "H", "H", "H", "H", "H", "H", "C", "C", "C", "C", "C", "C", "N", "O", "C", "C", "C", "H", "H", "H", "H", "H", "H", "H", "H", "H", "H", "H", "H", "H", "H", "H", "H", "H", "H", "C", "C", "C", "C", "C", "C", "N", "O", "C", "C", "C", "H", "H", "H", "H", "H", "H", "H", "H", "H", "H", "H", "H", "H", "H", "H", "H", "H", "H"],
  "positions_angstrom": [[2.954, 1.183, -2.191], [1.794, 1.147, -3.113], [0.728, -0.313, -2.948], [1.381, -1.448, -3.396], [-0.699, -0.201, -3.435], [-1.567, 0.176, -2.381], [-2.212, 1.405, -2.751], [0.889, 2.213, -2.930], [2.210, 1.168, -4.460], [1.724, -1.954, -2.647], [-1.012, -1.168, -3.838], [-0.761, 0.531, -4.247], [-2.139, 1.901, -1.916], [-3.956, 1.599, 3.916], [-3.988, 1.374, 2.382], [-4.432, -0.053, 2.021], [-3.368, -1.129, 2.209], [-2.083, -0.731, 1.493], [-1.559, 0.628, 1.952], [-2.645, 1.656, 1.776], [-2.737, 2.073, 0.558], [-1.080, 0.519, 3.407], [-0.351, 1.057, 1.129], [-5.005, 2.357, 1.810], [-2.953, 1.738, 4.305], [-4.504, 2.505, 4.180], [-4.409, 0.764, 4.450], [-4.753, -0.058, 0.973], [-5.315, -0.296, 2.617], [-3.187, -1.331, 3.265], [-3.729, -2.079, 1.817], [-1.311, -1.484, 1.672], [-2.254, -0.704, 0.410], [-0.775, 1.495, 3.793], [-0.213, -0.142, 3.439], [-1.819, 0.091, 4.077], [-0.562, 1.057, 0.061], [0.465, 0.357, 1.309], [-0.013, 2.056, 1.414], [-4.679, 3.390, 1.947], [-5.948, 2.218, 2.343], [-5.185, 2.192, 0.749], [7.614, 4.249, -6.260], [6.090, 4.512, -6.367], [5.771, 6.014, -6.450], [5.855, 6.764, -5.122], [5.027, 6.056, -4.052], [5.429, 4.592, -3.874], [5.360, 3.906, -5.209], [4.163, 3.537, -5.513], [6.830, 4.515, -3.245], [4.484, 3.879, -2.919], [5.615, 3.852, -7.657], [7.908, 3.840, -5.300], [7.925, 3.512, -7.001], [8.195, 5.157, -6.431], [4.756, 6.129, -6.844], [6.442, 6.466, -7.184], [6.896, 6.867, -4.804], [5.479, 7.779, -5.263], [5.125, 6.564, -3.090], [3.969, 6.105, -4.329], [7.169, 3.480, -3.184], [6.777, 4.909, -2.230], [7.584, 5.097, -3.771], [3.444, 3.974, -3.223], [4.573, 4.318, -1.924], [4.713, 2.819, -2.838], [5.719, 2.768, -7.602], [6.234, 4.218, -8.479], [4.576, 4.084, -7.881], [-4.828, -6.499, 5.360], [-4.406, -5.690, 4.101], [-3.966, -6.637, 2.963], [-2.553, -7.188, 3.118], [-1.583, -6.040, 3.370], [-2.004, -5.184, 4.572], [-3.389, -4.675, 4.453], [-3.376, -3.709, 3.417], [-1.785, -6.002, 5.861], [-1.074, -3.980, 4.678], [-5.661, -4.969, 3.615], [-4.168, -6.322, 6.203], [-5.822, -6.193, 5.695], [-4.862, -7.577, 5.171], [-4.010, -6.083, 2.021], [-4.686, -7.459, 2.877], [-2.509, -7.926, 3.928], [-2.268, -7.722, 2.205], [-0.566, -6.423, 3.525], [-1.552, -5.402, 2.482], [-2.123, -5.431, 6.728], [-0.718, -6.211, 5.984], [-2.295, -6.964, 5.862], [-1.084, -3.399, 3.759], [-0.049, -4.319, 4.875], [-1.389, -3.330, 5.497], [-5.976, -4.221, 4.345], [-6.469, -5.702, 3.491], [-5.489, -4.468, 2.666]],
  "lowdin_spin": [0.00, 0.08, 0.61, 0.14, 0.07, 0.03, 0.00, 0.00, 0.02, 0.02, 0.00, 0.02, 0.00, 0.00, 0.03, 0.02, 0.00, 0.02, 0.03, 0.40, 0.50, 0.00, 0.00, 0.00, 0.00, 0.00, 0.00, 0.00, 0.00, 0.00, 0.00, 0.00, 0.00, 0.00, 0.00, 0.00, 0.00, 0.00, 0.00, 0.00, 0.00, 0.00, 0.00, 0.03, 0.02, 0.00, 0.02, 0.03, 0.38, 0.52, 0.00, 0.00, 0.00, 0.00, 0.00, 0.00, 0.00, 0.00, 0.00, 0.00, 0.00, 0.00, 0.00, 0.00, 0.00, 0.00, 0.00, 0.00, 0.00, 0.00, 0.00, 0.00, 0.00, 0.00, 0.00, 0.00, 0.00, 0.00, 0.00, 0.00, 0.00, 0.00, 0.00, 0.00, 0.00, 0.00, 0.00, 0.00, 0.00, 0.00, 0.00, 0.00, 0.00, 0.00, 0.00, 0.00, 0.00, 0.00, 0.00, 0.00],
  "e_tot_ha": -2172.95142,
  "charge": -1,
  "multiplicity": 4,
  "orbital_gap_ev": [3.957, 2.916],
  "lumo_energy_ev": [1.88, 0.83]
}



2.
{
  "formula": "C29H61InO6P",
  "method": "ωB97M-V with the def2-TZVPD basis set",
  "species": ["C", "C", "O", "O", "C", "C", "C", "C", "C", "C", "C", "C", "In", "C", "C", "C", "C", "C", "P", "C", "C", "H", "H", "H", "H", "H", "H", "H", "H", "H", "H", "H", "H", "H", "H", "H", "H", "H", "H", "H", "H", "H", "H", "H", "H", "H", "H", "H", "H", "H", "H", "H", "H", "H", "H", "H", "H", "H", "C", "C", "O", "C", "H", "H", "H", "H", "H", "H", "C", "C", "O", "C", "H", "H", "H", "H", "H", "H", "C", "C", "O", "C", "H", "H", "H", "H", "H", "H", "C", "C", "O", "C", "H", "H", "H", "H", "H", "H"],
  "positions_angstrom": [[0.407, 0.144, 7.835], [0.507, 0.234, 6.169], [0.563, -0.910, 5.481], [0.555, 1.593, 5.606], [-0.702, 1.970, 4.940], [-2.067, 1.437, 5.678], [-3.386, 2.410, 5.442], [-3.372, 3.233, 4.024], [-3.233, 2.304, 2.681], [-2.301, 3.149, 1.607], [-1.093, 2.197, 0.959], [-0.988, 2.389, -0.676], [-0.826, 0.274, -1.585], [-0.143, 0.302, -3.735], [-0.808, -0.828, -4.714], [-0.632, -0.285, -6.287], [-2.144, -0.351, -6.998], [0.475, -1.211, -7.124], [-3.010, -0.898, -1.121], [-2.841, -2.308, 0.155], [-3.957, -1.422, -2.689], [-0.295, -0.722, 8.193], [-0.071, 1.180, 8.178], [1.484, 0.123, 8.333], [-0.763, 1.580, 3.814], [-0.732, 3.163, 4.941], [-1.965, 1.327, 6.860], [-2.347, 0.391, 5.183], [-3.366, 3.230, 6.309], [-4.406, 1.811, 5.599], [-4.409, 3.817, 3.961], [-2.548, 4.086, 4.109], [-4.339, 2.158, 2.255], [-2.775, 1.230, 2.899], [-3.031, 3.550, 0.782], [-1.749, 4.071, 2.079], [-0.089, 2.444, 1.534], [-1.390, 1.062, 1.139], [-2.009, 2.847, -1.029], [-0.123, 3.098, -1.018], [0.452, -0.562, -0.587], [1.030, 0.081, -3.723], [-0.298, 1.365, -4.211], [-0.219, -1.856, -4.661], [-1.956, -1.003, -4.578], [-0.244, 0.831, -6.332], [-2.897, 0.219, -6.270], [-2.164, 0.120, -8.070], [-2.531, -1.480, -6.996], [0.149, -2.358, -7.091], [0.635, -0.838, -8.222], [1.499, -1.099, -6.526], [-2.131, -1.973, 1.049], [-3.876, -2.599, 0.622], [-2.311, -3.231, -0.373], [-3.311, -2.283, -3.204], [-3.953, -0.528, -3.478], [-5.067, -1.756, -2.525], [4.853, -1.308, 0.655], [3.495, -0.687, 0.465], [3.078, -0.394, -0.655], [2.668, -0.437, 1.697], [5.336, -1.430, -0.320], [5.475, -0.659, 1.275], [4.749, -2.293, 1.118], [3.193, 0.251, 2.364], [2.466, -1.383, 2.207], [1.713, 0.015, 1.408], [6.550, 3.917, 0.196], [6.310, 2.781, -0.762], [7.202, 2.372, -1.504], [4.937, 2.165, -0.778], [7.585, 4.262, 0.097], [5.880, 4.748, -0.037], [6.392, 3.576, 1.222], [4.195, 2.918, -1.055], [4.706, 1.746, 0.205], [4.910, 1.357, -1.518], [-7.699, -1.064, -0.352], [-7.939, -2.199, -1.311], [-7.047, -2.608, -2.053], [-9.312, -2.815, -1.326], [-6.664, -0.718, -0.451], [-8.369, -0.232, -0.585], [-7.858, -1.404, 0.674], [-10.054, -2.062, -1.603], [-9.543, -3.234, -0.343], [-9.340, -3.623, -2.066], [9.148, -3.843, -0.760], [7.751, -3.288, -0.682], [7.401, -2.566, 0.250], [6.797, -3.652, -1.789], [9.724, -3.497, 0.105], [9.115, -4.935, -0.746], [9.638, -3.489, -1.671], [6.660, -4.736, -1.820], [7.182, -3.289, -2.746], [5.826, -3.181, -1.601]],
  "lowdin_charge": [-0.04, -0.30, -0.02, -0.12, -0.17, -0.18, -0.22, -0.25, -0.20, -0.21, -0.32, -0.34, 0.39, -0.35, -0.27, -0.39, -0.14, -0.14, 0.56, -0.46, -0.45, 0.09, 0.08, 0.10, 0.13, 0.14, 0.11, 0.13, 0.11, 0.12, 0.11, 0.10, 0.12, 0.10, 0.10, 0.10, 0.10, 0.06, 0.02, 0.02, -0.07, 0.05, 0.03, 0.11, 0.05, 0.12, 0.08, 0.06, 0.08, 0.08, 0.06, 0.08, 0.04, 0.02, 0.03, 0.03, 0.04, 0.00, -0.05, -0.51, 0.01, -0.03, 0.06, 0.09, 0.09, 0.08, 0.09, 0.05, -0.03, -0.49, 0.04, -0.02, 0.08, 0.08, 0.08, 0.10, 0.08, 0.09, -0.02, -0.48, 0.04, -0.03, 0.08, 0.08, 0.08, 0.08, 0.08, 0.08, -0.03, -0.48, 0.04, -0.02, 0.08, 0.08, 0.08, 0.09, 0.09, 0.08],
  "e_tot_ha": -2124.11161,
  "charge": -1,
  "orbital_gap_ev": 5.423,
  "lumo_energy_ev": 2.32
}